1.
The following is a DFT calculation (wB97M-V/def2-TZVPD) of 7 unconnected molecules or ions with the total composition C5H26N2O6 in a non-equilibrium geometry.

## Properties
Lowest unoccupied orbital energy, eV: 0.180
Net charge: 0
Gap between HOMO and LUMO, hartree: 0.33827
Total energy, eV: -20867.2854

Positions of all 39 atoms, in Å:
C: -0.196 -1.967 -0.179
N: -0.447 -1.485 -1.572
C: 0.728 -0.958 -2.276
C: 1.522 0.163 -1.508
C: 2.421 -0.211 -0.241
N: 0.535 1.145 -0.900
C: 1.007 2.428 -1.112
H: 0.030 -1.188 0.545
H: 0.549 -2.823 -0.112
H: -1.127 -2.424 0.138
H: -1.185 -0.763 -1.572
H: 1.617 -1.687 -2.301
H: 0.633 -0.792 -3.491
H: 2.033 0.627 -2.303
H: 3.546 -0.221 -0.601
H: 2.135 -1.211 -0.004
H: 2.005 0.310 0.659
H: 0.319 0.921 -0.025
H: 1.967 2.534 -0.533
H: 1.153 2.750 -2.175
H: 0.249 3.166 -0.735
O: -2.179 1.089 -2.849
H: -2.220 0.100 -2.743
H: -1.562 1.396 -2.287
O: -2.991 3.181 -1.425
H: -3.410 2.625 -2.004
H: -2.553 3.637 -2.117
O: 2.114 1.409 4.117
H: 1.310 1.040 3.604
H: 2.820 1.470 3.432
O: 0.665 -1.196 3.862
H: 0.227 -1.940 4.424
H: 0.501 -1.150 3.050
O: -1.494 -4.804 0.036
H: -1.667 -4.192 -0.678
H: -0.842 -4.538 0.721
O: -0.790 1.034 2.651
H: -1.393 1.243 3.282
H: -1.246 1.059 1.891

Results of the natural (NBO) charge analysis, in e, for atoms 1 through 2: -0.428, -0.648

---

2.
The following is a DFT calculation (wB97M-V/def2-TZVPD) of 7 unconnected molecules or ions with the total composition C5H26N2O6S in a non-equilibrium geometry.

## Properties
Lowest unoccupied orbital energy, eV: -0.050
Net charge: 0
Gap between HOMO and LUMO, hartree: 0.33225
Total energy, eV: -31705.6895

Positions of all 40 atoms, in Å:
C: -2.469 -0.363 3.180
N: -2.155 0.526 2.039
C: -1.253 -0.026 1.007
C: -1.572 0.427 -0.440
N: -0.399 0.006 -1.250
C: 0.592 1.037 -1.451
C: 2.050 0.528 -1.595
S: 2.252 -0.469 -3.049
H: -3.333 0.076 3.668
H: -1.571 -0.335 3.791
H: -2.618 -1.419 2.947
H: -3.011 0.704 1.516
H: -0.200 0.332 1.188
H: -1.055 -1.107 1.069
H: -2.359 -0.251 -0.831
H: -1.745 1.496 -0.293
H: -0.776 -0.404 -2.099
H: 0.315 1.697 -2.283
H: 0.654 1.673 -0.540
H: 2.508 0.084 -0.687
H: 2.686 1.417 -1.526
H: 2.582 -1.725 -2.536
O: 0.905 -2.980 0.233
H: 0.598 -2.118 -0.088
H: 1.852 -2.884 0.332
O: -1.872 3.499 1.838
H: -1.114 3.954 2.230
H: -1.718 2.618 2.230
O: 2.184 -3.357 2.331
H: 1.787 -3.986 2.938
H: 2.232 -2.490 2.748
O: -1.774 3.463 -0.910
H: -1.803 4.415 -1.041
H: -1.969 3.367 0.042
O: 0.539 1.925 3.007
H: 1.295 1.370 2.793
H: -0.103 1.316 3.388
O: 0.505 -3.499 -3.213
H: -0.370 -3.111 -3.366
H: 0.831 -2.733 -2.708

Results of the natural (NBO) charge analysis, in e, for atoms 1 through 2: -0.403, -0.666

---

3.
The following is a DFT calculation (wB97M-V/def2-TZVPD) of 8 unconnected molecules or ions with the total composition C5H26N2O8 in a non-equilibrium geometry.

## Properties
Lowest unoccupied orbital energy, eV: 0.064
Net charge: 0
Gap between HOMO and LUMO, hartree: 0.36630
Total energy, eV: -24968.2277

Positions of all 41 atoms, in Å:
C: -1.837 2.186 1.079
C: -0.337 1.851 1.075
C: 0.441 3.076 1.541
C: 0.083 1.473 -0.349
N: -0.010 0.054 -0.634
C: 1.140 -0.650 -0.806
N: 0.962 -2.014 -0.787
O: 2.274 -0.186 -0.886
H: -2.142 2.810 0.241
H: -2.211 2.520 2.047
H: -2.478 1.287 1.036
H: -0.211 0.986 1.734
H: 0.138 3.563 2.466
H: 0.416 3.809 0.727
H: 1.513 2.853 1.677
H: -0.560 2.042 -1.027
H: 1.090 1.804 -0.563
H: -0.827 -0.432 -0.327
H: 0.007 -2.349 -0.721
H: 1.714 -2.668 -0.896
O: -0.213 -2.819 1.811
H: -0.017 -3.508 2.448
H: 0.492 -2.712 1.163
O: 3.312 2.030 0.730
H: 2.869 1.404 0.131
H: 4.054 1.470 0.986
O: -0.420 0.320 -4.294
H: -1.190 -0.211 -4.012
H: -0.531 1.159 -3.839
O: -1.390 -3.764 -0.963
H: -1.094 -4.330 -1.683
H: -2.207 -3.361 -1.280
O: -2.290 -1.121 1.115
H: -1.795 -0.557 1.710
H: -2.323 -2.023 1.440
O: -2.209 -0.879 -2.609
H: -1.917 -0.300 -1.898
H: -3.055 -0.530 -2.911
O: 3.815 -0.622 2.064
H: 4.057 -0.784 1.145
H: 2.889 -0.877 2.120

Results of the natural (NBO) charge analysis, in e, for atoms 1 through 2: -0.625, -0.233

---

4.
The following is a DFT calculation (wB97M-V/def2-TZVPD) of 8 unconnected molecules or ions with the total composition C5H26N2O8 in a non-equilibrium geometry.

## Properties
Lowest unoccupied orbital energy, eV: 0.170
Net charge: 0
Gap between HOMO and LUMO, hartree: 0.33480
Total energy, eV: -24964.2724

Positions of all 41 atoms, in Å:
C: -2.319 -1.007 -1.047
C: -1.038 -0.188 -0.671
C: -1.076 0.274 0.705
O: -1.685 1.357 1.086
N: -0.679 -0.387 1.799
C: 0.348 -1.530 1.762
C: -0.348 -2.401 2.734
N: -1.425 -3.045 1.946
H: -2.659 -0.868 -2.004
H: -2.152 -2.101 -0.880
H: -3.073 -0.594 -0.224
H: -0.041 -0.708 -0.964
H: -0.999 0.673 -1.160
H: -0.955 -0.013 2.737
H: 0.441 -1.978 0.707
H: 1.342 -1.188 2.026
H: -0.939 -2.130 3.651
H: 0.264 -3.174 3.162
H: -1.161 -3.009 1.006
H: -1.803 -3.872 2.175
O: 0.735 2.742 -1.981
H: 0.125 3.127 -1.516
H: 0.530 2.792 -2.877
O: 1.949 -1.671 -2.460
H: 2.397 -0.887 -2.727
H: 2.058 -2.239 -3.271
O: 2.836 -0.827 0.559
H: 2.716 -1.378 -0.224
H: 3.238 -0.012 0.305
O: -0.967 4.145 -0.563
H: -0.582 4.301 0.412
H: -1.449 3.355 -0.216
O: -3.311 -0.616 2.818
H: -3.047 -1.256 2.168
H: -3.830 0.106 2.122
O: 2.898 0.791 -3.152
H: 2.130 1.415 -3.151
H: 3.602 1.377 -2.888
O: 3.027 3.548 -0.635
H: 2.370 4.211 -0.252
H: 2.531 2.864 -1.016

Results of the natural (NBO) charge analysis, in e, for atoms 1 through 2: -0.577, -0.513

---

5.
The following is a DFT calculation (wB97M-V/def2-TZVPD) of 7 unconnected molecules or ions with the total composition C5H27N2O6 in a non-equilibrium geometry.

## Properties
2S+1: 2
Lowest unoccupied orbital energy (alpha / beta), eV: -6.224 / -11.701
Net charge: +2
Gap between HOMO and LUMO (alpha / beta), hartree: 0.38294 / 0.18167
Total energy, eV: -20869.3451

Positions of all 40 atoms, in Å:
C: 0.035 -2.651 -1.172
C: 0.438 -2.076 0.195
C: -0.681 -2.217 1.223
C: -0.675 -1.257 2.446
C: -1.847 -0.266 2.575
N: -1.642 1.031 1.983
N: 0.652 -0.530 -0.035
H: 0.509 -3.610 -1.273
H: -1.001 -3.050 -1.098
H: 0.228 -1.948 -1.960
H: 1.405 -2.505 0.525
H: -1.605 -2.272 0.594
H: -0.628 -3.288 1.572
H: -0.721 -1.783 3.443
H: 0.230 -0.663 2.478
H: -2.021 -0.168 3.705
H: -2.751 -0.801 2.251
H: -2.487 1.593 1.904
H: -1.120 1.034 1.120
H: 1.350 -0.101 0.612
H: 0.761 -0.144 -0.972
H: -0.220 0.058 -0.010
H: -1.002 -1.433 -4.089
H: -2.155 -1.246 -3.054
O: -1.209 -1.117 -3.191
H: 1.174 1.250 -2.400
H: 2.484 0.584 -2.986
O: 2.142 1.225 -2.360
H: 1.838 1.619 2.691
H: 0.510 2.277 2.176
O: 1.105 1.521 2.072
H: 3.206 0.686 1.422
H: 3.689 0.585 -0.143
O: 2.985 0.512 0.506
H: -1.132 2.062 -2.475
H: -1.236 0.560 -2.528
O: -0.615 1.277 -2.256
H: -1.383 3.349 0.374
H: -0.931 3.577 -1.167
O: -1.111 2.958 -0.456

Results of the natural (NBO) charge analysis, in e, for atoms 1 through 2: -0.641, -0.021

---

6.
The following is a DFT calculation (wB97M-V/def2-TZVPD) of 8 unconnected molecules or ions with the total composition C5H27NO8S in a non-equilibrium geometry.

## Properties
Lowest unoccupied orbital energy, eV: 0.170
Net charge: 0
Gap between HOMO and LUMO, hartree: 0.32308
Total energy, eV: -34327.1060

Positions of all 42 atoms, in Å:
O: -0.912 1.170 -2.072
C: -1.512 0.232 -2.878
N: -2.423 -0.676 -2.316
C: -1.706 -1.740 -1.589
C: -1.776 -1.690 -0.069
C: -0.390 -1.274 0.557
C: -0.072 -1.664 2.040
S: -0.958 -0.587 3.217
H: -1.539 1.540 -1.407
H: -0.678 -0.110 -3.567
H: -2.171 0.771 -3.593
H: -3.101 -0.251 -1.704
H: -2.447 -2.655 -1.861
H: -0.667 -1.871 -2.018
H: -2.606 -1.021 0.175
H: -2.168 -2.735 0.227
H: 0.408 -1.900 -0.006
H: -0.166 -0.162 0.411
H: -0.276 -2.841 2.256
H: 1.063 -1.601 2.258
H: -0.648 0.676 2.978
O: 1.887 1.410 1.351
H: 2.289 0.627 1.626
H: 1.969 1.559 0.355
O: -0.558 2.427 0.827
H: -0.379 3.325 1.098
H: 0.218 1.811 1.127
O: 3.434 -1.728 -0.703
H: 3.733 -2.519 -1.223
H: 2.959 -1.158 -1.348
O: 2.188 0.133 -2.071
H: 2.168 0.976 -1.582
H: 1.272 -0.106 -2.212
O: -2.835 1.204 0.007
H: -3.530 1.909 0.156
H: -2.110 1.535 0.636
O: 3.325 -0.676 1.778
H: 4.217 -0.269 1.530
H: 3.213 -1.003 0.902
O: 1.269 2.420 -1.145
H: 0.346 2.131 -1.289
H: 1.272 3.414 -1.337

Results of the natural (NBO) charge analysis, in e, for atoms 1 through 2: -0.806, 0.090